[1]
This record from the OMol25 dataset describes a structure of composition CH3Br2P. The level of theory is ωB97M-V/def2-TZVPD.

The charge is 0. Its energy relative to the best compared isomer or geometry (same formula, charge and spin) is 59.2 kcal per mole. The calculation puts the highest occupied orbital energy at -0.3630 hartree. As for the largest force on an atom: 0.05690 Eh/bohr. The calculation puts the LUMO energy at 0.00997 hartree. As for the multiplicity: 1.

Each line ends with the Mulliken charge.
Geometry (Å):
C -0.03995 -0.07257 -0.68628  -0.364
P -0.43491 -0.43273 1.25817  0.022
Br -0.90897 1.58306 -1.21409  -0.067
Br -0.43550 -1.52481 -1.88780  -0.054
H 1.05207 0.31346 -0.66716  0.345
H -0.10676 0.86872 1.59592  0.057
H 0.87403 -0.73514 1.60124  0.060

***

[2]
This record from the OMol25 dataset describes a cluster of 2 separate species, CH3BrI2Si in total. The level of theory is ωB97M-V/def2-TZVPD.

The charge is 0. Its energy relative to the best compared isomer or geometry (same formula, charge and spin) is 71.9 kcal per mole. The calculation puts the highest occupied orbital energy (alpha / beta) at -0.3180 / -0.3511 hartree. As for the largest force on an atom: 0.02427 Eh/bohr. The calculation puts the LUMO energy (alpha / beta) at -0.02783 / -0.08971 hartree. As for the multiplicity: 1.

Each line ends with the Mulliken charge.
Geometry (Å):
C -1.63002 -1.04526 0.47320  -0.972
Si 1.10416 0.68229 -0.41256  0.211
Br 0.67671 2.36983 -1.75439  -0.160
I 2.24415 1.76592 1.51876  -0.048
I 2.88939 -0.52398 -1.60277  -0.048
H -2.04037 -1.75997 -0.19710  0.296
H -1.25218 -1.44835 1.39760  0.325
H -1.99184 -0.04048 0.57727  0.396

***

[3]
This record from the OMol25 dataset describes the molecule CH3BrN2O. The level of theory is ωB97M-V/def2-TZVPD.

The charge is 0. Its energy relative to the best compared isomer or geometry (same formula, charge and spin) is 14.3 kcal per mole. The calculation puts the highest occupied orbital energy at -0.3561 hartree. Its SMILES is O=NNCBr. As for the largest force on an atom: 0.10802 Eh/bohr. The calculation puts the LUMO energy at 0.01963 hartree. As for the multiplicity: 1.

Each line ends with the Mulliken charge.
Geometry (Å):
C 0.19417 0.59149 0.13936  -0.508
N -1.59205 -0.49899 1.40086  -0.051
N -0.34365 -0.62621 0.94890  0.089
O -2.03123 -1.45830 1.95961  -0.453
Br 1.86222 1.24116 0.91504  -0.130
H -0.59892 1.19743 -0.03963  0.483
H 0.45407 -0.00128 -0.70130  0.332
H 0.47252 -1.14022 1.18768  0.239

***

[4]
This record from the OMol25 dataset describes a cluster of 2 separate species, CH3BrN4 in total. The level of theory is ωB97M-V/def2-TZVPD.

The charge is 0. Its energy relative to the best compared isomer or geometry (same formula, charge and spin) is 12.2 kcal per mole. The calculation puts the highest occupied orbital energy at -0.3410 hartree. As for the largest force on an atom: 0.06295 Eh/bohr. The calculation puts the LUMO energy at 0.01278 hartree. As for the multiplicity: 1.

Each line ends with the Mulliken charge.
Geometry (Å):
C 0.50652 1.06128 -0.68980  -0.168
N -2.50187 -0.37715 1.00286  -0.452
N -1.56949 -0.85200 0.55325  0.802
N -0.68532 -1.43330 -0.00177  -0.625
N 0.99296 0.28629 0.14244  -0.231
Br 2.79181 0.57431 0.71399  -0.102
H -0.50618 0.82076 -1.05182  0.223
H 0.99680 1.87522 -1.16488  0.287
H -0.02522 -1.95541 0.49573  0.265

***

Look up the energy relative to the best compared isomer or geometry (same formula, charge and spin) of the fourth one. 12.2 kcal per mole

***

Look up the charge of the second one. 0

***

Look up the multiplicity of the third one. 1